1.
Entry from the OMol25 dataset: a structure of composition C21H31CoF5P2S in a non-equilibrium geometry (ωB97M-V/def2-TZVPD).

Element x y z (Å)
Co: 1.42559 0.94309 1.19646
S: 1.16478 0.53426 3.35285
P: 0.35353 -1.79110 -2.74534
P: -2.60667 -0.93215 -1.74493
F: -0.28394 3.07666 3.80392
F: 3.53462 0.60611 5.25721
F: 0.53326 5.19882 5.32337
F: 2.82297 5.02011 6.82644
F: 4.31456 2.71630 6.79963
C: 3.18567 2.79487 6.05497
C: -4.21701 -0.14928 -1.92904
C: 2.77627 1.71904 5.26290
C: 1.34821 0.30362 -0.87861
C: 1.61702 1.79565 4.44310
C: 0.50697 -0.54604 -4.10587
C: 0.85510 2.98317 4.53974
C: 0.82962 -1.93105 0.51042
C: -2.43359 -1.74787 -3.39496
C: -1.14422 -2.54458 -3.55766
C: 0.03010 0.85055 -1.35899
C: 2.43129 3.96947 6.06490
C: 2.72694 2.34872 1.39136
C: -3.17283 -2.47850 -0.91669
C: -1.29854 0.89434 0.91823
C: -0.91817 1.59318 -0.36831
C: 1.56982 -2.96995 -3.42232
C: 1.66419 -0.88843 -0.17616
C: -1.24705 -0.40570 1.31862
C: -0.69896 -1.58155 0.59224
C: 1.26491 4.05830 5.31871
H: 1.20833 -2.14164 1.52229
H: -4.01812 -2.81724 -1.52238
H: 3.52725 1.94284 2.05129
H: 0.47517 -1.13273 -5.03014
H: -3.51467 -2.25987 0.10571
H: -0.54610 0.01494 -1.77981
H: 2.27909 3.25556 1.83153
H: -0.43851 2.56782 -0.16344
H: -4.50981 0.31215 -0.98523
H: 1.39839 -3.96024 -2.98462
H: -0.95296 -1.42203 -0.47519
H: 2.21168 0.66962 -1.49037
H: 3.06357 2.50377 0.35116
H: -4.17926 0.59896 -2.72438
H: -0.31336 0.18503 -4.12333
H: 2.73052 -1.16164 -0.29360
H: -3.30547 -2.39600 -3.46142
H: 0.23885 1.50502 -2.23723
H: -2.55410 -0.97011 -4.14759
H: 1.41665 -3.00711 -4.50505
H: 1.46832 -0.02535 -4.04822
H: -2.40108 -3.26462 -0.89622
H: -4.91563 -0.94401 -2.19369
H: -1.21683 -2.48787 0.97157
H: -1.89051 1.53711 1.55510
H: 0.91318 -2.88966 -0.05576
H: -1.71140 -0.65483 2.26880
H: -1.85011 1.80228 -0.92935
H: -1.23916 -3.56130 -3.18218
H: 2.58131 -2.62111 -3.19230
H: -0.88967 -2.61779 -4.61216

Atoms 1-6, force components in eV/Å:
Co -0.2 0.1 0.2
S -0.5 -1.4 0.7
P -0.9 -0.6 -1.2
P -0.2 -0.7 -0.3
F 0.8 0.2 0.6
F -0.3 0.6 0.0

⟨S²⟩ = 3.77
orbital gap (alpha / beta) = 0.2678 / 0.2708 Ha
strongest force on any atom = 0.0401 hartree/bohr
spin multiplicity = 4
M = 531.417 g mol⁻¹
charge = 0

Results of the natural (NBO) charge analysis, in e, for atoms 1 through 8: 1.15, -0.35, 0.85, 0.86, -0.31, -0.30, -0.30, -0.29

---

2.
Entry from the OMol25 dataset: a structure of composition C21H31F5FeP2S in a non-equilibrium geometry (ωB97M-V/def2-TZVPD).

Element x y z (Å)
Fe: 1.36166 0.00755 3.00910
S: -0.58182 1.29267 3.16829
P: 0.38835 2.10658 -2.53150
P: 0.12443 -1.97253 -2.70552
F: 1.94607 2.28801 4.53786
F: 1.55302 -0.14218 8.51558
F: -1.08885 -0.59559 7.90155
F: -2.00533 -0.17792 5.34379
F: 3.25593 0.71149 6.58450
C: 0.00091 0.87128 -0.16034
C: -0.73419 0.13850 5.67472
C: -0.63529 3.21863 -3.57218
C: -1.00976 -3.16694 -3.43860
C: 1.89684 3.00201 -2.16305
C: 1.92654 0.69658 6.33577
C: 0.05501 0.78156 4.69306
C: 1.07126 0.16462 7.29518
C: -0.25851 -0.12142 6.95523
C: -0.34746 -0.47210 -3.61217
C: -2.97179 0.31453 -1.12660
C: -1.65515 -1.74335 -0.63314
C: 1.42605 1.09693 5.07431
C: -0.27823 -1.66980 -1.02235
C: 1.60243 -1.84799 3.64663
C: -2.46078 -0.73175 -0.02447
C: 1.82030 -2.53356 -2.90990
C: 0.68875 0.64544 -3.60979
C: -2.16684 1.44898 -1.57499
C: -0.78503 1.78438 -1.19656
C: 0.62074 -0.44809 -0.52690
H: -3.16520 -0.28519 -2.04470
H: 1.90304 -3.07722 -3.86298
H: 2.53106 -1.69630 -2.93015
H: -1.54757 2.67289 -3.82347
H: -0.10951 3.48900 -4.49381
H: -0.64905 0.72372 0.70272
H: 0.65549 -2.40039 3.82401
H: -2.00325 -0.21201 0.82518
H: 0.85326 1.46564 0.23159
H: 0.17906 -2.58415 -0.57113
H: 0.69067 1.08101 -4.61944
H: 1.43593 -0.25973 -1.24626
H: -0.64907 -3.41540 -4.44237
H: -2.01801 -2.75110 -3.55614
H: 2.73824 2.31134 -2.05129
H: -0.90601 4.14348 -3.04990
H: -1.33537 -0.14113 -3.22989
H: -0.47763 -0.83410 -4.64226
H: -3.98260 0.63840 -0.79792
H: 2.14147 3.68843 -2.98925
H: 2.14647 -2.29461 2.79626
H: -3.35013 -1.25070 0.37217
H: -1.07059 -4.09524 -2.85744
H: -2.12875 -2.69525 -0.83817
H: -2.74114 2.25233 -2.12844
H: 2.22905 -1.91305 4.55467
H: 1.70152 0.25963 -3.42045
H: -0.82932 2.76614 -0.66896
H: 1.13806 -0.87258 0.37066
H: 1.78547 3.57966 -1.23926
H: 2.07512 -3.23998 -2.10108

Atoms 1-6, force components in eV/Å:
Fe -0.5 0.2 0.7
S 0.1 0.2 -0.5
P -1.7 0.4 -1.2
P -1.7 0.7 -1.0
F 0.2 -1.2 0.1
F -0.3 -0.1 -0.4

⟨S²⟩ = 6.23
orbital gap (alpha / beta) = 0.1784 / 0.1606 Ha
strongest force on any atom = 0.0565 hartree/bohr
spin multiplicity = 5
M = 528.329 g mol⁻¹
charge = 0

Results of the natural (NBO) charge analysis, in e, for atoms 1 through 8: 0.67, -0.37, 1.52, 1.64, -0.35, -0.30, -0.31, -0.31

---

3.
Entry from the OMol25 dataset: a structure of composition C21H31F5P2Re in a non-equilibrium geometry (ωB97M-V/def2-TZVPD).

Element x y z (Å)
Re: 0.07053 -0.42123 1.90800
P: 0.19566 1.33971 -2.18504
P: -0.22433 -2.01292 -2.29657
F: -0.37207 3.11672 7.25748
F: -2.46125 0.66666 3.75335
F: -2.62725 2.10718 6.06869
F: 2.06221 2.71336 6.06615
F: 2.26846 1.27932 3.74941
C: -0.68490 -1.85531 0.55497
C: -1.37156 2.10627 -2.81485
C: 1.67048 -0.76155 -0.36594
C: -1.88533 -1.14252 -0.04262
C: 1.29777 2.72739 -2.66670
C: 0.43251 0.34137 -3.78416
C: -1.42620 1.89361 5.50257
C: 0.70626 1.41743 0.57065
C: 1.03450 1.46118 4.31688
C: -0.71246 1.19982 0.59737
C: -1.81601 0.40247 -0.12787
C: -0.28232 2.40833 6.10460
C: 0.34402 -1.78996 3.40438
C: -0.41401 -0.93154 -3.83419
C: 1.45306 -2.59370 -2.80382
C: 1.97753 0.63235 0.20474
C: -1.31562 1.15984 4.31861
C: 0.77333 -1.71939 0.39965
C: -0.09251 0.91942 3.72058
C: -1.16405 -3.45794 -2.93932
C: 0.95739 2.20046 5.50267
H: 0.91167 3.13421 -3.60630
H: -1.48601 -0.73357 -3.99222
H: 2.67655 0.53561 1.06963
H: 1.24985 -2.68560 0.64053
H: -1.03802 -4.28567 -2.23156
H: 2.54747 1.24514 -0.53351
H: -1.90582 0.68817 -1.17755
H: -0.73121 -3.72824 -3.90662
H: 1.25683 -0.55740 -1.37990
H: 0.09885 1.02189 -4.57702
H: -1.70528 2.86697 -2.10240
H: -1.15488 2.57411 -3.77936
H: -0.56644 -1.70291 4.02379
H: -2.22532 -3.21828 -3.06224
H: 0.95835 2.39352 1.03795
H: -2.13114 -1.59123 -1.02339
H: 1.50873 0.15892 -3.93289
H: 2.32985 2.39292 -2.80600
H: -2.15052 1.34797 -2.96107
H: 2.17562 -1.77124 -2.84385
H: -2.76530 0.78816 0.29101
H: -0.06754 -1.55905 -4.66339
H: 1.36155 -3.02841 -3.80273
H: -2.79257 -1.41010 0.54401
H: -1.18412 2.02592 1.15762
H: -0.90807 -2.87137 0.94526
H: 1.19628 -1.42390 4.00490
H: 0.50252 -2.83087 3.09357
H: 1.24585 3.49542 -1.88974
H: 2.60201 -1.32547 -0.57868
H: 1.79638 -3.35242 -2.09754

Atoms 1-6, force components in eV/Å:
Re 0.0 0.3 1.3
P -0.5 0.4 -3.7
P 0.7 -0.7 -4.1
F 0.1 -0.9 -1.5
F 0.8 0.2 0.2
F 0.9 -0.2 -0.5

⟨S²⟩ = 3.80
orbital gap (alpha / beta) = 0.1898 / 0.1592 Ha
strongest force on any atom = 0.0818 hartree/bohr
spin multiplicity = 4
M = 626.624 g mol⁻¹
charge = +2

Results of the natural (NBO) charge analysis, in e, for atoms 1 through 8: 1.31, 0.97, 1.19, -0.26, -0.32, -0.27, -0.27, -0.33

---

4.
Entry from the OMol25 dataset: a structure of composition C21H31F5P2SSn in a non-equilibrium geometry (ωB97M-V/def2-TZVPD).

Element x y z (Å)
Sn: -0.11857 -0.46544 1.89419
S: -2.13544 -0.00608 3.27582
P: 0.15269 -2.18798 0.07253
P: 0.20861 1.78035 0.66912
F: -0.05591 1.52416 8.60757
F: -2.10513 -0.29973 8.33526
F: -3.06146 -0.88612 5.84723
F: 0.96625 2.78261 6.40632
F: -0.00639 2.22194 3.91292
C: 1.42660 3.11223 0.79997
C: -0.45742 -1.63581 -3.81743
C: 1.35544 0.65378 -4.78561
C: -0.64802 1.31163 -3.42284
C: 1.80868 -0.82380 -4.55416
C: -1.55326 0.28325 7.24775
C: -0.05418 -0.64421 -0.97546
C: -1.40401 2.49508 0.18744
C: -0.51415 1.20501 7.38430
C: -1.06286 -3.51269 -0.16217
C: -1.19733 -0.80619 -4.81093
C: 0.01471 1.83656 6.25797
C: 0.69126 0.67952 -0.71982
C: 0.89006 -1.66362 -3.72041
C: 1.84996 -2.75469 -0.21953
C: -2.03713 -0.00512 5.98220
C: -1.50558 0.57088 4.82091
C: 0.68631 1.32740 -3.63359
C: -1.61120 0.62334 -4.33586
C: -0.48869 1.52946 4.99440
C: 1.07247 -1.29589 3.47758
H: 0.41006 -1.02171 -1.88076
H: 1.84732 -1.95094 3.07889
H: -2.58134 0.57623 -3.82115
H: -2.14537 -1.31533 -5.02581
H: -0.93262 -3.94666 -1.16457
H: 2.44678 2.70636 0.68942
H: -0.65419 -0.72836 -5.76240
H: 2.28489 1.20355 -4.98662
H: 1.50386 -0.45312 4.02658
H: 1.23641 3.87515 0.02357
H: 1.93925 -1.26853 -5.56017
H: -1.11942 -0.50945 -1.19205
H: 0.40589 1.37687 -1.50472
H: 1.33282 3.56323 1.80401
H: -1.80836 2.99636 1.07908
H: 1.92816 -3.18405 -1.23086
H: 0.74776 0.71244 -5.69766
H: 2.12082 -3.52204 0.52094
H: 0.36942 -1.85313 4.10693
H: 1.77925 0.53855 -0.78940
H: 2.79878 -0.81433 -4.07184
H: -2.14057 1.73832 -0.11961
H: 2.58020 -1.93997 -0.12124
H: -1.13573 1.96895 -2.69186
H: -1.75618 1.21745 -5.26086
H: -0.88575 -4.28398 0.60911
H: -1.26766 3.22753 -0.62525
H: -1.07507 -2.32403 -3.22692
H: -2.09689 -3.15141 -0.04007
H: 1.34712 2.01144 -3.08352
H: 1.41404 -2.39529 -3.09688

Atoms 1-6, force components in eV/Å:
Sn -2.2 0.2 1.6
S -0.5 0.9 1.0
P 0.9 0.3 1.5
P 0.5 -0.8 2.0
F -0.1 -0.1 -0.3
F 0.4 0.4 -0.5

orbital gap = 0.1743 Ha
strongest force on any atom = 0.0531 hartree/bohr
M = 591.195 g mol⁻¹
charge = 0

Results of the natural (NBO) charge analysis, in e, for atoms 1 through 8: 0.71, -0.27, 0.83, 0.90, -0.29, -0.29, -0.30, -0.30